Entry from the OMol25 dataset: a structure of composition C28H35N5P2W (ωB97M-V/def2-TZVPD).

The spin multiplicity is 3. The total charge is +2. For the frontier orbital gap (spin up / spin down), the calculation gives 5.1957 / 3.4999 eV. The calculation puts the energy relative to the best compared isomer or geometry (same formula, charge and spin) at 0.0 kJ/mol.

Last column: Löwdin spin population.
Geometry (Å):
W 0.144 -0.702 -3.333  0.635
C -0.510 0.498 -1.642  0.052
C -1.372 0.710 -2.774  0.010
C -1.248 1.846 -3.773  0.004
C -0.271 1.503 -4.888  0.017
C 1.003 0.873 -4.453  0.067
C 1.665 0.986 -3.213  0.089
C 1.365 2.100 -2.229  0.010
C 0.416 1.594 -1.134  0.003
C 1.488 -1.563 -2.083  0.010
H -0.848 -0.129 -0.798  0.007
H -2.373 0.256 -2.724  0.001
H -1.032 2.854 -3.388  0.000
H -2.250 1.933 -4.215  0.001
H -0.822 0.781 -5.513  0.001
H -0.111 2.364 -5.559  0.006
H 1.649 0.533 -5.289  0.008
H 2.683 0.563 -3.194  0.001
H 1.083 3.038 -2.768  0.002
H 2.333 2.369 -1.772  0.001
H 1.037 1.203 -0.290  0.000
H -0.200 2.416 -0.741  0.000
H 1.137 -1.682 -1.056  0.012
H 2.492 -1.131 -2.108  0.006
H 1.475 -2.555 -2.601  -0.002
P 1.518 -0.911 -6.647  0.006
P -2.324 -0.364 -6.753  -0.002
N 2.885 0.180 -7.038  0.006
N 2.278 -2.174 -7.571  0.001
N -2.643 1.258 -7.438  0.002
N -3.788 -0.946 -7.635  0.047
C 0.349 -0.162 -7.873  0.001
C -1.003 -0.918 -7.943  0.000
C 4.034 0.230 -6.241  0.000
C 5.013 0.930 -6.924  0.001
C 4.465 1.332 -8.185  0.001
C 3.168 0.825 -8.243  0.001
C 2.181 -3.493 -7.118  0.000
C 2.615 -4.336 -8.125  0.000
C 2.981 -3.517 -9.246  0.000
C 2.757 -2.194 -8.881  0.000
C -3.141 2.310 -6.646  0.001
C -2.839 3.523 -7.252  0.000
C -2.083 3.220 -8.441  0.002
C -2.054 1.831 -8.577  -0.001
C -4.392 -0.546 -8.844  0.346
C -5.473 -1.381 -9.129  0.084
C -5.571 -2.303 -8.026  0.158
C -4.540 -2.009 -7.136  0.333
H 0.798 -0.200 -8.886  0.000
H 0.243 0.889 -7.525  0.000
H -1.376 -0.935 -8.979  0.001
H -0.879 -1.985 -7.654  0.000
H 4.025 -0.151 -5.233  0.000
H 6.014 1.121 -6.567  0.000
H 4.941 1.898 -8.970  0.000
H 2.414 0.928 -9.011  0.000
H 1.785 -3.677 -6.131  0.000
H 2.634 -5.412 -8.080  0.000
H 3.352 -3.846 -10.205  0.000
H 2.882 -1.272 -9.424  0.000
H -3.658 2.074 -5.726  0.000
H -3.097 4.513 -6.871  0.000
H -1.581 3.888 -9.139  0.000
H -1.587 1.204 -9.348  0.000
H -4.025 0.313 -9.383  0.013
H -6.125 -1.317 -10.000  0.000
H -6.293 -3.100 -7.916  0.003
H -4.261 -2.422 -6.183  0.012
N -2.010 -2.861 -1.938  0.044
C -1.197 -2.139 -2.397  -0.004

Entry from the OMol25 dataset: an isolated molecule of C3H3BrFI (ωB97M-V/def2-TZVPD).

For the frontier orbital gap, the calculation gives 8.3977 eV. The calculation puts the energy relative to the best compared isomer or geometry (same formula, charge and spin) at 287.3 kJ/mol.

Last column: Löwdin charge in e.
Geometry (Å):
C 0.058 0.606 -1.742  -0.073
C -0.652 0.921 -0.686  -0.617
C 0.169 -1.247 2.387  -0.817
F -0.353 -1.901 1.364  -0.179
Br 2.055 -1.323 2.279  0.543
I -0.414 1.124 1.416  1.051
H 1.112 0.538 -1.523  0.050
H -0.301 0.283 -2.718  0.073
H -1.673 0.998 -0.777  -0.030

Entry from the OMol25 dataset: a cluster of 2 separate species, C2H8N3S in total (ωB97M-V/def2-TZVPD).

The total charge is +1. For the frontier orbital gap, the calculation gives 8.7235 eV. The calculation puts the energy relative to the best compared isomer or geometry (same formula, charge and spin) at 128.9 kJ/mol.

Last column: Löwdin charge in e.
Geometry (Å):
C 3.819 0.147 0.125  -0.504
C -1.950 -0.520 -0.067  -0.122
N -0.920 0.268 0.047  -0.023
N -1.874 -1.831 0.088  0.174
N -0.960 1.643 0.056  0.082
S 2.434 -0.634 -0.080  0.652
H 3.843 1.123 0.590  0.012
H 4.761 -0.281 -0.193  0.017
H -2.918 -0.085 -0.298  0.168
H 0.010 -0.107 0.271  0.053
H -1.000 -2.276 0.325  0.133
H -2.689 -2.417 -0.003  0.135
H -1.822 2.023 -0.321  0.111
H -0.150 2.065 -0.387  0.112

Entry from the OMol25 dataset: a structure of composition C27H48BCaN8S4 (ωB97M-V/def2-TZVPD).

The total charge is +1. For the frontier orbital gap, the calculation gives 8.4228 eV.

Last column: Löwdin charge in e.
Geometry (Å):
Ca -0.546 -0.683 -0.395  0.749
C -4.108 2.655 1.719  -0.021
C -3.105 3.513 0.942  -0.535
C -3.270 4.999 1.284  -0.026
C -3.377 3.357 -0.550  -0.090
N -1.730 3.088 1.379  0.012
C -1.370 3.281 2.708  -0.045
C -0.128 2.810 2.862  -0.057
N 0.293 2.309 1.648  0.022
B 1.695 1.638 1.606  -0.584
N 2.337 1.682 0.190  0.021
C 2.791 2.912 -0.245  -0.053
C 3.302 2.756 -1.471  -0.042
N 3.185 1.411 -1.805  0.012
C 2.570 0.761 -0.774  -0.653
S 2.148 -0.909 -0.697  0.616
C 3.663 0.963 -3.159  -0.536
C 2.753 1.621 -4.200  -0.020
C 5.114 1.430 -3.325  -0.029
C 3.648 -0.547 -3.369  -0.090
N 1.719 0.206 2.223  0.023
C 2.957 -0.282 2.584  -0.064
C 2.795 -1.517 3.068  -0.045
N 1.438 -1.808 3.031  0.015
C 0.781 -0.733 2.504  -0.663
S -0.922 -0.564 2.271  0.608
C 0.994 -3.178 3.474  -0.532
C -0.509 -3.419 3.407  -0.089
C 1.434 -3.356 4.931  -0.025
C 1.683 -4.195 2.557  -0.022
C -0.694 2.477 0.734  -0.658
S -0.622 1.996 -0.922  0.621
H -5.121 2.864 1.375  0.094
H -4.067 2.849 2.792  0.085
H -3.894 1.594 1.566  0.080
H -4.255 5.338 0.963  0.094
H -2.514 5.587 0.759  0.099
H -3.180 5.197 2.351  0.077
H -4.374 3.762 -0.732  0.093
H -3.361 2.318 -0.870  0.038
H -2.662 3.909 -1.156  0.069
H -2.025 3.732 3.429  0.123
H 0.496 2.768 3.739  0.134
H 2.404 2.317 2.307  0.127
H 2.697 3.798 0.361  0.134
H 3.734 3.487 -2.128  0.122
H 2.846 2.709 -4.193  0.085
H 1.709 1.372 -3.995  0.080
H 3.009 1.262 -5.197  0.094
H 5.221 2.512 -3.270  0.075
H 5.485 1.110 -4.299  0.094
H 5.741 0.981 -2.553  0.099
H 2.640 -0.952 -3.393  0.037
H 4.210 -1.073 -2.600  0.070
H 4.121 -0.737 -4.334  0.092
H 3.855 0.297 2.444  0.135
H 3.527 -2.208 3.444  0.124
H -1.067 -2.722 4.027  0.065
H -0.680 -4.430 3.779  0.093
H -0.887 -3.358 2.389  0.035
H 0.962 -2.597 5.558  0.098
H 2.514 -3.281 5.052  0.077
H 1.124 -4.340 5.287  0.094
H 1.447 -3.979 1.513  0.080
H 1.328 -5.199 2.792  0.095
H 2.768 -4.185 2.672  0.082
C -3.285 -1.012 -2.256  -0.178
C -2.151 -0.452 -3.120  -0.189
N -0.832 -0.948 -2.691  -0.214
C -0.406 -2.262 -3.194  -0.262
C -1.106 -3.461 -2.554  -0.413
S -1.127 -3.468 -0.721  0.856
C -2.915 -3.415 -0.350  -0.421
C -3.492 -2.038 -0.003  -0.263
N -2.929 -0.959 -0.827  -0.175
H -4.199 -0.454 -2.470  0.130
H -3.489 -2.048 -2.525  0.100
H -2.350 -0.672 -4.175  0.128
H -2.130 0.631 -3.002  0.092
H -0.131 -0.275 -2.992  0.087
H -0.539 -2.343 -4.280  0.128
H 0.661 -2.338 -2.983  0.090
H -2.133 -3.570 -2.894  0.069
H -0.572 -4.359 -2.858  0.081
H -3.420 -3.874 -1.198  0.075
H -3.060 -4.080 0.500  0.079
H -4.582 -2.101 -0.091  0.128
H -3.252 -1.807 1.034  0.085
H -3.229 -0.067 -0.441  0.095

Entry from the OMol25 dataset: a cluster of 13 separate species, C28H56Cl24O2P in total (ωB97M-V/def2-TZVPD).

The total charge is -1. For the frontier orbital gap, the calculation gives 6.0667 eV. The calculation puts the energy relative to the best compared isomer or geometry (same formula, charge and spin) at 57.5 kJ/mol.

Last column: Löwdin charge in e.
Geometry (Å):
C -1.005 -0.376 2.738  -0.263
C -0.226 -0.667 1.834  -0.277
P 1.217 -1.271 0.702  0.421
O 2.178 -0.068 1.545  -0.388
C 3.391 0.256 0.866  -0.250
C 3.696 -0.957 -0.169  -0.256
O 2.604 -1.900 -0.177  -0.442
H -1.575 -0.407 3.701  -0.071
H 0.832 -0.336 -0.348  0.012
H 0.365 -2.184 -0.034  -0.029
H 1.555 -2.248 1.726  0.020
H 3.432 1.175 0.212  0.096
H 4.129 0.320 1.718  0.104
H 3.902 -0.614 -1.229  0.019
H 4.610 -1.461 0.270  0.099
Cl -3.475 -1.027 5.235  0.541
C -3.409 -2.501 4.235  -0.640
C -4.784 -3.062 3.953  -0.660
Cl -5.553 -3.735 5.416  0.512
H -2.776 -3.227 4.746  0.076
H -2.922 -2.225 3.298  0.059
H -4.709 -3.878 3.233  0.072
H -5.449 -2.304 3.541  0.068
Cl -1.065 3.554 -1.061  0.527
C -2.551 3.657 -0.080  -0.682
C -2.293 3.354 1.380  -0.633
Cl -1.877 1.634 1.652  0.685
H -3.285 2.973 -0.506  0.059
H -2.929 4.674 -0.188  0.009
H -3.194 3.559 1.963  0.068
H -1.483 3.966 1.779  0.063
Cl 0.565 -5.486 -2.225  0.541
C 1.912 -4.888 -1.213  -0.649
C 2.442 -5.954 -0.282  -0.657
Cl 1.275 -6.375 0.998  0.521
H 1.559 -4.013 -0.665  0.028
H 2.701 -4.566 -1.894  0.072
H 3.342 -5.592 0.217  0.074
H 2.695 -6.868 -0.821  0.060
Cl -6.412 5.292 -0.541  0.520
C -5.893 6.595 -1.641  -0.712
C -4.390 6.752 -1.668  -0.670
Cl -3.747 7.389 -0.133  0.550
H -6.388 7.516 -1.332  0.071
H -6.251 6.331 -2.639  -0.059
H -4.106 7.461 -2.448  0.075
H -3.892 5.804 -1.874  0.025
Cl 1.859 1.693 7.123  0.535
C 1.243 2.418 5.613  -0.630
C -0.238 2.717 5.687  -0.643
Cl -1.219 1.234 5.725  0.559
H 1.474 1.738 4.792  0.080
H 1.799 3.344 5.456  0.073
H -0.546 3.278 4.803  0.069
H -0.485 3.309 6.569  0.063
Cl -6.858 6.758 -4.858  0.598
C -8.330 5.833 -5.246  -0.714
C -9.514 6.265 -4.409  -0.650
Cl -9.323 5.813 -2.697  0.565
H -8.103 4.765 -5.113  -0.069
H -8.542 6.006 -6.303  0.070
H -10.419 5.773 -4.768  0.072
H -9.671 7.343 -4.459  0.066
Cl 1.752 -1.874 -3.838  0.569
C 2.272 -0.585 -4.945  -0.670
C 3.779 -0.489 -5.046  -0.660
Cl 4.510 0.091 -3.531  0.585
H 1.833 0.350 -4.597  0.068
H 1.852 -0.816 -5.926  0.066
H 4.051 0.223 -5.827  0.066
H 4.231 -1.450 -5.290  0.065
Cl -7.065 3.406 -6.167  0.650
C -5.291 3.212 -6.122  -0.608
C -4.823 2.574 -4.832  -0.634
Cl -5.042 3.650 -3.431  0.595
H -4.841 4.193 -6.272  0.071
H -5.019 2.579 -6.967  0.074
H -3.757 2.350 -4.896  0.080
H -5.354 1.644 -4.629  0.073
Cl 2.555 -8.565 -5.303  0.512
C 0.928 -8.022 -4.817  -0.673
C -0.074 -8.147 -5.943  -0.663
Cl 0.244 -6.987 -7.258  0.525
H 1.008 -6.995 -4.461  0.013
H 0.623 -8.650 -3.979  0.073
H -1.076 -7.934 -5.569  0.072
H -0.075 -9.150 -6.369  0.064
Cl 8.269 1.982 7.556  0.527
C 6.615 2.484 7.999  -0.705
C 5.651 2.364 6.839  -0.698
Cl 5.990 3.559 5.559  0.534
H 6.661 3.505 8.377  0.063
H 6.295 1.834 8.812  0.002
H 4.633 2.549 7.181  0.018
H 5.682 1.371 6.391  0.068
Cl 4.313 -5.820 -6.680  0.527
C 5.358 -6.604 -7.888  -0.668
C 6.663 -7.081 -7.290  -0.670
Cl 7.722 -5.728 -6.819  0.532
H 5.524 -5.898 -8.701  0.066
H 4.800 -7.454 -8.284  0.071
H 7.212 -7.671 -8.025  0.069
H 6.497 -7.703 -6.410  0.068
Cl 4.286 2.904 10.657  0.565
C 3.224 1.503 10.949  -0.647
C 3.910 0.189 10.641  -0.639
Cl 4.201 -0.023 8.897  0.583
H 2.321 1.634 10.352  0.058
H 2.943 1.534 12.003  0.071
H 3.278 -0.641 10.958  0.073
H 4.866 0.105 11.156  0.069

Entry from the OMol25 dataset: a cluster of 10 separate species, C58H64B2F3NO2P in total (ωB97M-V/def2-TZVPD).

The total charge is -1. For the frontier orbital gap, the calculation gives 6.4913 eV.

Last column: Löwdin charge in e.
Geometry (Å):
C -0.090 -0.942 -1.303  -0.027
C -0.187 -2.243 -0.972  -0.122
B 1.062 -3.163 -0.555  -0.725
C 1.174 -3.369 1.085  -0.050
B 0.928 -2.092 1.951  -0.653
O 1.279 -0.786 1.582  0.108
O 0.327 -2.233 3.200  0.133
P 0.734 -4.938 -1.348  0.736
N 0.466 -4.984 -2.930  -0.343
C 2.496 -2.646 -1.150  -0.504
F 2.466 -2.032 -2.364  0.084
F 3.426 -3.661 -1.290  0.034
F 3.152 -1.738 -0.327  0.049
H 0.867 -0.455 -1.434  0.047
H -0.976 -0.320 -1.422  0.038
H -1.186 -2.685 -0.959  0.071
H 2.152 -3.796 1.329  0.098
H 0.425 -4.105 1.397  0.077
H 2.215 -0.646 1.704  0.061
H -0.225 -1.485 3.427  0.061
H -0.359 -5.486 -0.623  -0.025
H 1.816 -5.784 -0.985  -0.028
H -0.435 -5.392 -3.132  -0.120
C -5.775 -0.718 -0.949  -0.093
C -4.577 -0.795 -0.254  -0.081
C -4.148 0.279 0.509  -0.092
C -4.933 1.421 0.601  -0.095
C -6.130 1.500 -0.097  -0.105
C -6.547 0.433 -0.882  -0.101
H -6.096 -1.562 -1.546  0.085
H -3.971 -1.690 -0.319  0.103
H -3.203 0.220 1.031  0.085
H -4.606 2.256 1.208  0.098
H -6.736 2.394 -0.031  0.096
H -7.477 0.496 -1.432  0.096
C -3.326 -4.072 -3.636  -0.076
C -4.454 -3.262 -3.689  -0.095
C -5.721 -3.824 -3.587  -0.112
C -5.864 -5.196 -3.435  -0.113
C -4.739 -6.004 -3.374  -0.117
C -3.475 -5.442 -3.472  -0.091
H -2.333 -3.644 -3.703  0.103
H -4.343 -2.189 -3.788  0.101
H -6.602 -3.193 -3.608  0.094
H -6.852 -5.631 -3.344  0.095
H -4.845 -7.073 -3.235  0.098
H -2.598 -6.074 -3.412  0.094
C 0.704 5.158 -1.874  -0.124
C -0.552 4.696 -1.504  -0.106
C -0.685 3.460 -0.883  -0.092
C 0.440 2.695 -0.616  -0.084
C 1.693 3.157 -0.991  -0.087
C 1.829 4.385 -1.623  -0.098
H 0.807 6.124 -2.353  0.095
H -1.429 5.303 -1.692  0.101
H -1.660 3.099 -0.602  0.097
H 0.355 1.732 -0.126  0.093
H 2.565 2.552 -0.780  0.104
H 2.810 4.743 -1.911  0.101
C -0.447 6.339 3.943  -0.099
C -0.269 5.476 2.871  -0.084
C 0.419 5.901 1.743  -0.089
C 0.934 7.188 1.691  -0.090
C 0.759 8.052 2.763  -0.102
C 0.066 7.628 3.889  -0.105
H -0.985 6.008 4.822  0.097
H -0.666 4.470 2.912  0.100
H 0.554 5.228 0.906  0.073
H 1.474 7.516 0.811  0.101
H 1.163 9.055 2.723  0.096
H -0.073 8.302 4.725  0.096
C -3.908 -1.588 4.648  -0.084
C -4.268 -0.890 5.792  -0.098
C -3.757 0.380 6.021  -0.102
C -2.889 0.955 5.103  -0.095
C -2.532 0.259 3.957  -0.102
C -3.041 -1.012 3.732  -0.099
H -4.304 -2.579 4.469  0.104
H -4.947 -1.337 6.507  0.097
H -4.034 0.922 6.916  0.096
H -2.490 1.945 5.282  0.097
H -1.854 0.705 3.240  0.103
H -2.762 -1.555 2.837  0.105
C -6.581 -8.479 0.526  -0.101
C -6.005 -9.224 1.546  -0.107
C -4.646 -9.112 1.805  -0.102
C -3.862 -8.253 1.047  -0.089
C -4.437 -7.508 0.027  -0.085
C -5.795 -7.624 -0.234  -0.093
H -7.640 -8.566 0.323  0.096
H -6.617 -9.891 2.141  0.095
H -4.197 -9.695 2.599  0.097
H -2.804 -8.162 1.251  0.103
H -3.830 -6.833 -0.563  0.096
H -6.239 -7.039 -1.029  0.084
C 4.177 6.624 -6.073  -0.099
C 3.588 7.805 -6.502  -0.105
C 2.234 8.022 -6.288  -0.103
C 1.471 7.059 -5.642  -0.097
C 2.060 5.879 -5.213  -0.098
C 3.413 5.660 -5.430  -0.090
H 5.233 6.453 -6.242  0.098
H 4.184 8.557 -7.003  0.096
H 1.773 8.942 -6.625  0.097
H 0.415 7.228 -5.473  0.100
H 1.466 5.129 -4.707  0.094
H 3.871 4.737 -5.097  0.104
C 6.157 3.040 2.428  -0.097
C 5.243 4.078 2.300  -0.097
C 3.891 3.801 2.143  -0.087
C 3.454 2.483 2.132  -0.090
C 4.366 1.448 2.268  -0.080
C 5.717 1.724 2.408  -0.101
H 7.213 3.257 2.537  0.097
H 5.585 5.106 2.313  0.097
H 3.178 4.608 2.026  0.091
H 2.403 2.259 2.005  0.099
H 4.026 0.421 2.251  0.095
H 6.422 0.909 2.501  0.091
C 9.687 -1.662 0.615  -0.109
C 8.792 -0.606 0.506  -0.103
C 7.434 -0.859 0.373  -0.099
C 6.967 -2.166 0.349  -0.073
C 7.862 -3.221 0.458  -0.090
C 9.221 -2.969 0.590  -0.106
H 10.747 -1.466 0.717  0.094
H 9.153 0.415 0.526  0.097
H 6.735 -0.038 0.281  0.092
H 5.907 -2.361 0.241  0.098
H 7.499 -4.240 0.438  0.102
H 9.918 -3.793 0.670  0.095

So what do the calculations give for largest force on an atom? Going down the list: 4.5; 2.3; 1.2; 1.0; 2.4; 1.2 eV/Å.